{"formula": "C4H7N4O2", "method": "ωB97M-V/def2-TZVPD", "de_lowest_kj_mol": 528.3, "total_charge": 1, "total_energy_ha": -525.60302, "smiles": "CC1(C)N=NN[N+](=O)C1=O", "e_homo_ev": [-15.75, -15.75], "max_force_ev_per_a": 4.86, "e_lumo_ev": [-7.14, -7.14], "gap_ev": [8.603, 8.604], "symbols": ["N", "C", "H", "O", "H", "H", "C", "N", "H", "H", "O", "N", "C", "C", "H", "N", "H"], "coordinates": [[-1.2650, 1.0393, 1.0620], [-0.9728, -0.3399, -0.7948], [0.9813, 0.1522, -2.4847], [-1.2834, -0.5895, -1.9168], [-1.8475, 1.5428, 1.7361], [0.7628, 0.2073, 1.7750], [1.3631, -0.4454, -1.5365], [-1.8250, 0.0813, 0.5195], [1.7748, -0.9487, 1.2684], [2.2863, 0.1415, -1.2100], [-2.8996, -0.2839, 0.8179], [0.4707, 1.3101, -0.2675], [0.7389, -0.6466, 1.1572], [0.3890, -0.1433, -0.3748], [1.5899, -1.5152, -1.7507], [-0.2543, 1.8239, 0.5319], [-0.0091, -1.3860, 1.4680]]}



{"formula": "C5H9ClN2", "method": "ωB97M-V/def2-TZVPD", "de_lowest_kj_mol": 330.9, "total_charge": 0, "total_energy_ha": -765.50404, "smiles": "CCN(Cl)[C@@H](C)C#N", "e_homo_ev": -9.64, "max_force_ev_per_a": 3.96, "e_lumo_ev": 0.66, "gap_ev": 10.301, "symbols": ["H", "H", "H", "Cl", "C", "H", "N", "H", "C", "C", "H", "N", "H", "H", "H", "C", "C"], "coordinates": [[-2.3024, 0.4221, 2.1801], [3.0819, 0.1297, -1.3654], [-1.0087, -1.3752, 1.1356], [-0.7817, 1.5866, -1.1183], [2.1569, 0.6540, -0.9982], [1.8682, 1.4724, -1.8017], [-2.0075, -2.2433, -1.5274], [2.5116, 1.1178, -0.0467], [-2.4498, 0.2417, 1.1054], [0.9228, -0.3113, -0.9421], [1.0855, -1.2426, -0.4767], [-0.0599, 0.3309, -0.1296], [0.6546, -0.7279, -2.0308], [-2.5676, 1.2163, 0.7195], [-3.4984, -0.0272, 1.1361], [-1.8662, -1.5100, -0.6490], [-1.4055, -0.6817, 0.4017]]}



{"formula": "C20H16F2N6O", "method": "ωB97M-V/def2-TZVPD", "de_lowest_kj_mol": 32.9, "total_charge": 0, "total_energy_ha": -1375.21204, "smiles": "FC(F)c1ccc(-c2cnc(NCc3cccc4c3CCO4)n3cnnc23)cn1", "e_homo_ev": -8.49, "max_force_ev_per_a": 3.31, "e_lumo_ev": -0.32, "gap_ev": 8.171, "symbols": ["H", "H", "H", "H", "C", "N", "C", "C", "H", "C", "H", "H", "C", "C", "C", "C", "C", "C", "C", "C", "N", "H", "N", "N", "H", "N", "H", "H", "H", "C", "C", "O", "H", "F", "C", "H", "H", "C", "N", "H", "F", "C", "C", "C", "C"], "coordinates": [[-0.9674, 5.5860, -1.8393], [0.6318, 3.9165, -2.2630], [-4.0633, -4.4999, -1.3193], [-3.3497, -7.8925, 0.1526], [1.2185, 3.9573, -0.2068], [0.1568, -0.0676, 0.4090], [-2.3008, -3.5447, -0.7175], [1.5265, -0.2569, 0.3611], [1.6555, 6.4133, 2.0556], [-0.1973, -2.4551, 0.0581], [-1.6133, 4.7394, -0.4766], [3.4883, 1.8234, -1.0639], [-0.5684, 1.0492, 0.6751], [-3.6845, -7.0520, -0.4351], [-0.6715, 5.0496, -0.9209], [-2.7155, -5.8864, -0.3331], [2.2463, 3.0424, 0.1711], [2.5114, 1.7509, -0.5449], [1.8729, 5.4917, 1.4947], [-0.7280, -1.1048, 0.2282], [2.0778, -1.4158, 0.1949], [0.2394, -5.0627, 0.8470], [-1.5002, -5.9995, 0.2590], [2.5303, 0.6892, 0.4484], [-0.2193, 2.0463, 0.8850], [-1.8526, 0.7753, 0.6093], [1.6891, -3.4796, 0.0328], [1.7404, 1.6261, -1.3194], [-0.3979, 2.9009, -1.1910], [-1.0477, -3.6276, -0.0811], [1.0684, 5.1654, 0.4190], [0.0793, 5.9085, -0.0935], [3.4862, 4.9471, 2.7008], [-4.8943, -6.6903, 0.0202], [3.0905, 3.3925, 1.1750], [-2.6159, -2.6088, -1.1504], [3.9581, 2.7858, 1.4189], [-3.1162, -4.6478, -0.8560], [-1.9465, -0.5742, 0.3125], [3.3991, 0.2250, 0.5368], [-3.7538, -7.4498, -1.7277], [0.1782, 3.8556, -1.2554], [-0.7071, -4.9198, 0.3691], [2.8553, 4.6011, 1.8747], [1.2111, -2.5028, 0.0863]]}



{"formula": "C2H3ClSi", "method": "ωB97M-V/def2-TZVPD", "de_lowest_kj_mol": 266.3, "total_charge": 0, "total_energy_ha": -827.56112, "smiles": "ClC1=C[SiH2]1", "e_homo_ev": -9.17, "max_force_ev_per_a": 5.28, "e_lumo_ev": 0.61, "gap_ev": 9.776, "symbols": ["Si", "Cl", "H", "H", "C", "H", "C"], "coordinates": [[0.5527, 0.8161, 0.5718], [0.5895, -1.3372, -2.1350], [1.5254, 0.3947, 1.5715], [-1.9455, -1.0338, 0.4176], [-0.8939, -0.3354, 0.1562], [0.0904, 1.9975, 0.1520], [0.0815, -0.5018, -0.7340]]}



{"formula": "C32H21ClGaIN2O8PS4", "method": "ωB97M-V/def2-TZVPD", "de_lowest_kj_mol": 66.2, "total_charge": -1, "total_energy_ha": -6560.35168, "e_homo_ev": -5.01, "max_force_ev_per_a": 1.10, "e_lumo_ev": 1.43, "gap_ev": 6.443, "symbols": ["C", "C", "C", "H", "H", "C", "C", "C", "C", "H", "C", "C", "O", "C", "C", "O", "C", "N", "H", "H", "C", "H", "H", "C", "C", "C", "S", "H", "C", "O", "I", "Ga", "S", "O", "H", "C", "C", "P", "H", "O", "Cl", "S", "H", "C", "H", "O", "C", "O", "C", "N", "C", "H", "C", "C", "C", "C", "H", "C", "H", "H", "H", "C", "H", "S", "H", "C", "C", "H", "H", "C", "O"], "coordinates": [[-0.1491, -3.2301, 4.4570], [-1.3596, -1.0043, -5.5750], [-0.0284, -3.0138, -5.3669], [0.8235, -3.3488, -3.4169], [-1.9772, -0.3537, -6.1785], [-3.2542, -2.9188, 0.3768], [3.6019, 3.1237, -0.4611], [6.1132, 3.5741, 0.6777], [4.7367, 3.1112, -1.2538], [7.0816, 3.7556, 1.1155], [-0.8229, -2.1612, -6.1149], [-0.9290, -2.1129, 4.7147], [8.2360, 3.6151, -0.9999], [-0.3127, -2.7961, 2.1004], [-2.7160, 0.5870, 1.4829], [0.0174, 0.0281, -1.7519], [-3.2038, -1.1386, -1.2434], [7.1738, 3.3073, -1.5134], [0.7942, -4.4210, 2.9418], [-4.9802, 3.3657, 2.9558], [-2.5174, 1.9274, 1.1499], [-4.4821, -1.3707, -2.9451], [-1.9864, -0.4503, 3.8891], [-3.3212, 2.9266, 1.6794], [-4.1466, -1.8015, -2.0099], [-0.0163, -1.2346, -2.0385], [2.0478, -0.0941, 3.1795], [-1.1567, -1.8331, 5.7359], [-0.3072, -1.5450, -3.4791], [0.1547, -2.1576, -1.2429], [-1.2190, -2.6309, -8.1322], [0.7486, 0.4414, 0.0366], [3.5328, -0.2056, 1.7610], [1.4851, 2.0235, -0.7030], [-5.4010, -3.5342, -2.1719], [-4.3675, 2.5882, 2.5187], [-4.6372, 1.2540, 2.7906], [-1.5404, -0.6979, 0.8884], [-4.6080, -4.5230, -0.0529], [6.2022, 3.9975, 3.3395], [-1.2749, 2.3569, 0.0293], [0.7257, 1.2232, 2.3441], [-3.1214, 3.9603, 1.4305], [-2.7528, -1.6942, -0.0461], [0.2268, -3.8295, 5.2767], [1.9689, 3.7413, -2.0250], [0.2180, -2.7025, -4.0387], [7.0476, 2.9934, -2.6825], [-1.1270, -1.6894, 2.3550], [5.0806, 3.9184, 2.8650], [2.2543, 2.9614, -1.1368], [0.3896, -3.9076, -5.8088], [-1.4128, -1.3387, 3.6709], [-1.0832, -0.6919, -4.2526], [5.9826, 3.3119, -0.6738], [-4.2097, -3.5734, -0.3890], [-2.7967, -0.1855, -1.5667], [3.7095, 3.3580, 0.9018], [-2.8926, -3.3598, 1.2971], [-4.0251, -0.7760, 2.4873], [2.8327, 3.4109, 1.5331], [0.1649, -3.5650, 3.1490], [-5.4817, 0.9850, 3.4122], [2.5868, -1.0527, 0.1520], [-1.4663, 0.2199, -3.8132], [-3.8165, 0.2655, 2.2749], [4.9642, 3.6141, 1.4412], [4.6509, 2.9700, -2.3212], [-0.0498, -3.0283, 1.0746], [-4.6573, -3.0184, -1.5776], [4.0553, 4.0741, 3.4969]]}



{"formula": "CH4N2O3S", "method": "ωB97M-V/def2-TZVPD", "de_lowest_kj_mol": 272.9, "total_charge": 0, "total_energy_ha": -773.68241, "e_homo_ev": [-5.47, -9.99], "multiplicity": 3, "max_force_ev_per_a": 3.12, "e_lumo_ev": [0.25, -2.40], "gap_ev": [5.711, 7.589], "symbols": ["H", "H", "O", "C", "S", "H", "O", "H", "N", "O", "N"], "coordinates": [[1.0554, -2.3805, 0.0151], [-2.3127, 0.4902, 0.2483], [0.3050, 1.4685, 1.8903], [-0.3602, 0.3846, -0.2334], [0.7097, 2.0490, 0.5952], [1.3666, -0.1609, -0.8656], [1.9880, 1.5094, 0.1431], [-1.8953, -0.8777, -0.5986], [-1.6175, 0.0152, -0.2003], [0.2756, -1.9613, -0.4378], [0.4853, -0.5365, -0.5564]]}



- Number 3 is which compound?
  C20H16F2N6O